No. 1
Formula: C33H77N3O7
Source: the OMol25 dataset
Level of theory: ωB97M-V with the def2-TZVPD basis set

Structure (SMILES): CC1(C)CCCC(C)(C)N1O.CC1(C)CCCC(C)(C)N1O.CC1(C)CCCC(C)(C)N1O.CCO.CCO.CCO.O
LUMO energy, Ha: 0.0090
Gap between HOMO and LUMO, eV: 8.48
Relative energy (zero: lowest compared OMol25 entry of this formula, charge and spin), kcal/mol: 79.04

Bonds (Å) are listed after each position.
Element x y z (Å)
1 C -7.59 0.45 2.69  C2 1.555, H12 1.090, H13 1.090, H14 1.090
2 C -6.58 -0.58 3.28  C1 1.555, C3 1.562, C4 1.540, N10 1.464
3 C -7.43 -1.15 4.46  C2 1.562, H15 1.090, H16 1.090, H17 1.090
4 C -6.37 -1.72 2.27  C2 1.540, C5 1.531, H18 1.090, H19 1.090
5 C -5.41 -1.38 1.13  C4 1.531, C6 1.561, H20 1.090, H21 1.090
6 C -4.09 -0.76 1.69  C5 1.561, C7 1.556, H22 1.090, H23 1.090
7 C -4.25 0.38 2.73  C6 1.556, C8 1.578, C9 1.612, N10 1.495
8 C -2.81 0.54 3.37  C7 1.578, H24 1.090, H25 1.090, H26 1.090
9 C -4.65 1.69 1.89  C7 1.612, H27 1.090, H28 1.090, H29 1.090
10 N -5.31 -0.01 3.71  C2 1.464, C7 1.495, O11 1.449
11 O -5.43 0.94 4.80  N10 1.449, H30 0.960
12 H -8.44 -0.13 2.33  C1 1.090
13 H -8.03 1.15 3.40  C1 1.090
14 H -7.20 1.02 1.85  C1 1.090
15 H -6.85 -1.90 4.99  C3 1.090
16 H -7.58 -0.37 5.21  C3 1.090
17 H -8.38 -1.58 4.14  C3 1.090
18 H -6.02 -2.58 2.84  C4 1.090
19 H -7.25 -2.06 1.72  C4 1.090
20 H -5.26 -2.27 0.52  C5 1.090
21 H -5.95 -0.59 0.61  C5 1.090
22 H -3.60 -0.36 0.79  C6 1.090
23 H -3.48 -1.56 2.11  C6 1.090
24 H -1.98 0.62 2.67  C8 1.090
25 H -2.58 -0.33 3.98  C8 1.090
26 H -2.77 1.50 3.89  C8 1.090
27 H -3.78 2.25 1.55  C9 1.090
28 H -5.34 2.36 2.42  C9 1.090
29 H -5.26 1.55 1.00  C9 1.090
30 H -5.05 0.40 5.50  O11 0.960
31 C 4.70 -1.03 -3.45  C32 1.494, H42 1.090, H43 1.090, H44 1.090
32 C 3.68 -1.23 -4.53  C31 1.494, C33 1.540, C34 1.563, N40 1.529
33 C 2.76 -2.35 -4.01  C32 1.540, H45 1.090, H46 1.090, H47 1.090
34 C 2.72 -0.02 -4.78  C32 1.563, C35 1.534, H48 1.090, H49 1.090
35 C 3.43 1.10 -5.57  C34 1.534, C36 1.513, H50 1.090, H51 1.090
36 C 3.91 0.61 -6.92  C35 1.513, C37 1.555, H52 1.090, H53 1.090
37 C 4.92 -0.56 -6.75  C36 1.555, C38 1.578, C39 1.557, N40 1.487
38 C 5.11 -1.09 -8.23  C37 1.578, H54 1.090, H55 1.090, H56 1.090
39 C 6.29 0.01 -6.28  C37 1.557, H57 1.090, H58 1.090, H59 1.090
40 N 4.21 -1.57 -5.93  C32 1.529, C37 1.487, O41 1.416
41 O 4.93 -2.79 -5.90  N40 1.416, H60 0.960
42 H 5.39 -0.26 -3.79  C31 1.090
43 H 4.33 -0.77 -2.46  C31 1.090
44 H 5.27 -1.95 -3.34  C31 1.090
45 H 2.48 -2.15 -2.97  C33 1.090
46 H 1.80 -2.46 -4.51  C33 1.090
47 H 3.21 -3.34 -3.98  C33 1.090
48 H 1.79 -0.32 -5.25  C34 1.090
49 H 2.33 0.41 -3.86  C34 1.090
50 H 2.66 1.86 -5.68  C35 1.090
51 H 4.24 1.55 -5.00  C35 1.090
52 H 4.39 1.43 -7.45  C36 1.090
53 H 3.07 0.25 -7.52  C36 1.090
54 H 5.50 -0.39 -8.97  C38 1.090
55 H 4.16 -1.37 -8.68  C38 1.090
56 H 5.74 -1.98 -8.26  C38 1.090
57 H 6.26 0.73 -5.46  C39 1.090
58 H 6.97 0.35 -7.05  C39 1.090
59 H 6.83 -0.85 -5.88  C39 1.090
60 H 4.30 -3.31 -6.40  O41 0.960
61 C 3.49 2.32 1.02  C62 1.545, H72 1.090, H73 1.090, H74 1.090
62 C 3.60 2.58 2.54  C61 1.545, C63 1.555, C64 1.595, N70 1.499
63 C 4.87 1.86 3.09  C62 1.555, H75 1.090, H76 1.090, H77 1.090
64 C 3.85 4.14 2.77  C62 1.595, C65 1.585, H78 1.090, H79 1.090
65 C 2.60 5.07 2.50  C64 1.585, C66 1.525, H80 1.090, H81 1.090
66 C 1.46 4.65 3.42  C65 1.525, C67 1.563, H82 1.090, H83 1.090
67 C 1.14 3.12 3.35  C66 1.563, C68 1.519, C69 1.531, N70 1.493
68 C 0.38 2.83 4.64  C67 1.519, H84 1.090, H85 1.090, H86 1.090
69 C 0.18 2.93 2.17  C67 1.531, H87 1.090, H88 1.090, H89 1.090
70 N 2.35 2.25 3.29  C62 1.499, C67 1.493, O71 1.368
71 O 2.08 0.91 3.30  N70 1.368, H90 0.960
72 H 2.79 3.04 0.62  C61 1.090
73 H 4.37 2.25 0.38  C61 1.090
74 H 3.16 1.29 0.90  C61 1.090
75 H 4.99 2.21 4.12  C63 1.090
76 H 4.80 0.78 3.22  C63 1.090
77 H 5.78 2.02 2.52  C63 1.090
78 H 4.20 4.44 3.76  C64 1.090
79 H 4.61 4.42 2.04  C64 1.090
80 H 2.85 6.12 2.59  C65 1.090
81 H 2.18 5.01 1.49  C65 1.090
82 H 0.56 5.16 3.08  C66 1.090
83 H 1.64 5.02 4.43  C66 1.090
84 H 0.80 3.23 5.56  C68 1.090
85 H 0.25 1.76 4.74  C68 1.090
86 H -0.62 3.26 4.73  C68 1.090
87 H -0.29 1.96 2.08  C69 1.090
88 H 0.67 3.20 1.23  C69 1.090
89 H -0.66 3.61 2.25  C69 1.090
90 H 2.23 0.72 4.23  O71 0.960
91 C -2.18 -2.25 -3.41  C92 1.548, H94 1.090, H95 1.090, H96 1.090
92 C -2.82 -2.19 -2.00  C91 1.548, O93 1.404, H97 1.090, H98 1.090
93 O -1.98 -2.56 -0.94  C92 1.404, H99 0.960
94 H -1.26 -1.68 -3.56  C91 1.090
95 H -2.88 -1.92 -4.18  C91 1.090
96 H -1.84 -3.26 -3.66  C91 1.090
97 H -3.63 -2.92 -2.01  C92 1.090
98 H -3.22 -1.20 -1.79  C92 1.090
99 H -1.40 -1.82 -0.73  O93 0.960
100 C -1.81 -4.13 2.04  C101 1.521, H103 1.090, H104 1.090, H105 1.090
101 C -3.12 -4.67 1.49  C100 1.521, O102 1.360, H106 1.090, H107 1.090
102 O -2.81 -4.94 0.20  C101 1.360, H108 0.960
103 H -1.75 -3.86 3.09  C100 1.090
104 H -1.38 -3.27 1.52  C100 1.090
105 H -1.10 -4.94 1.89  C100 1.090
106 H -4.02 -4.05 1.46  C101 1.090
107 H -3.38 -5.54 2.10  C101 1.090
108 H -2.40 -4.20 -0.26  O102 0.960
109 C 1.53 0.07 -0.91  C110 1.568, H112 1.090, H113 1.090, H114 1.090
110 C 0.98 -0.86 0.23  C109 1.568, O111 1.386, H115 1.090, H116 1.090
111 O -0.38 -0.62 0.37  C110 1.386, H117 0.960
112 H 1.50 1.13 -0.66  C109 1.090
113 H 0.92 -0.12 -1.79  C109 1.090
114 H 2.54 -0.27 -1.13  C109 1.090
115 H 1.47 -0.69 1.18  C110 1.090
116 H 1.14 -1.92 0.03  C110 1.090
117 H -0.63 -0.82 1.28  O111 0.960
118 O 0.00 -1.06 2.99  H119 0.957, H120 0.957
119 H 0.63 -1.45 3.60  O118 0.957
120 H 0.34 -0.17 2.84  O118 0.957

No. 2
Formula: C33H78Cl2F6N4O16P
Source: the OMol25 dataset
Level of theory: ωB97M-V with the def2-TZVPD basis set

LUMO energy, Ha: 0.0798
Gap between HOMO and LUMO, eV: 7.97
Total charge: -1

Bonds (Å) are listed after each position.
Element x y z (Å)
1 P -1.23 0.84 0.62  F2 1.619, F3 1.664, F4 1.642, F5 1.644, F6 1.618, F7 1.608
2 F -1.22 0.92 -1.00  P1 1.619
3 F -2.68 0.02 0.61  P1 1.664
4 F -0.27 -0.49 0.69  P1 1.642
5 F -1.23 0.89 2.26  P1 1.644
6 F 0.05 1.83 0.75  P1 1.618
7 F -2.09 2.20 0.64  P1 1.608
8 C -6.04 -0.34 -0.87  C9 1.506, H14 1.093, H15 1.091, H16 1.093
9 C -4.87 -0.04 -1.77  C8 1.506, C10 1.517, N13 1.462, H17 1.095
10 C -5.22 -0.15 -3.25  C9 1.517, O11 1.419, H18 1.096, H19 1.094
11 O -3.99 -0.26 -3.95  C10 1.419, C12 1.413
12 C -4.07 -0.12 -5.35  O11 1.413, H20 1.094, H21 1.095, H22 1.089
13 N -4.30 1.23 -1.33  C9 1.462, H23 1.016, H24 1.015
14 H -6.50 -1.28 -1.18  C8 1.093
15 H -6.74 0.49 -0.77  C8 1.091
16 H -5.76 -0.49 0.17  C8 1.093
17 H -4.06 -0.76 -1.61  C9 1.095
18 H -5.82 0.70 -3.57  C10 1.096
19 H -5.84 -1.02 -3.46  C10 1.094
20 H -4.76 0.69 -5.60  C12 1.094
21 H -4.48 -0.99 -5.87  C12 1.095
22 H -3.09 0.08 -5.79  C12 1.089
23 H -3.68 0.94 -0.58  N13 1.016
24 H -3.66 1.57 -2.05  N13 1.015
25 C 0.97 -1.09 4.35  C26 1.536, H31 1.090, H32 1.094, H33 1.093
26 C 1.40 -2.30 3.49  C25 1.536, C27 1.521, N30 1.473, H34 1.092
27 C 2.17 -3.37 4.25  C26 1.521, O28 1.403, H35 1.098, H36 1.096
28 O 2.36 -4.51 3.46  C27 1.403, C29 1.411
29 C 3.23 -5.46 4.03  O28 1.411, H37 1.094, H38 1.094, H39 1.089
30 N 0.14 -2.85 2.96  C26 1.473, H40 1.013, H41 1.016
31 H 0.31 -0.43 3.79  C25 1.090
32 H 1.77 -0.47 4.75  C25 1.094
33 H 0.39 -1.42 5.21  C25 1.093
34 H 1.95 -2.06 2.58  C26 1.092
35 H 1.67 -3.64 5.19  C27 1.098
36 H 3.16 -3.02 4.58  C27 1.096
37 H 2.74 -5.97 4.87  C29 1.094
38 H 4.17 -5.02 4.37  C29 1.094
39 H 3.44 -6.19 3.24  C29 1.089
40 H -0.46 -2.13 2.58  N30 1.013
41 H -0.43 -3.19 3.73  N30 1.016
42 C 1.19 -1.98 -2.45  C43 1.519, H48 1.091, H49 1.093, H50 1.091
43 C 1.04 -3.12 -1.45  C42 1.519, C44 1.527, N47 1.463, H51 1.091
44 C 1.86 -4.32 -1.92  C43 1.527, O45 1.413, H52 1.096, H53 1.096
45 O 1.53 -5.51 -1.23  C44 1.413, C46 1.439
46 C 2.24 -6.62 -1.80  O45 1.439, H54 1.093, H55 1.092, H56 1.089
47 N 1.43 -2.66 -0.12  C43 1.463, H57 1.012, H58 1.014
48 H 0.63 -1.17 -1.98  C42 1.091
49 H 0.88 -2.25 -3.46  C42 1.093
50 H 2.22 -1.65 -2.60  C42 1.091
51 H -0.01 -3.41 -1.37  C43 1.091
52 H 2.93 -4.12 -1.86  C44 1.096
53 H 1.69 -4.49 -2.99  C44 1.096
54 H 3.30 -6.43 -1.62  C46 1.093
55 H 2.04 -6.77 -2.87  C46 1.092
56 H 1.97 -7.53 -1.26  C46 1.089
57 H 0.92 -1.83 0.17  N47 1.012
58 H 2.40 -2.35 -0.05  N47 1.014
59 C -5.58 -5.55 4.72  C60 1.578, H65 1.088, H66 1.095, H67 1.089
60 C -4.77 -5.46 3.38  C59 1.578, C61 1.530, N64 1.473, H68 1.090
61 C -4.08 -4.11 3.14  C60 1.530, O62 1.392, H69 1.098, H70 1.095
62 O -3.40 -4.17 1.93  C61 1.392, C63 1.412
63 C -3.07 -2.92 1.35  O62 1.412, H71 1.095, H72 1.087, H73 1.092
64 N -3.77 -6.54 3.41  C60 1.473, H74 1.012, H75 1.012
65 H -6.44 -6.22 4.63  C59 1.088
66 H -5.96 -4.55 4.95  C59 1.095
67 H -4.95 -5.79 5.58  C59 1.089
68 H -5.40 -5.69 2.52  C60 1.090
69 H -3.47 -3.97 4.04  C61 1.098
70 H -4.78 -3.27 3.11  C61 1.095
71 H -4.03 -2.49 1.04  C63 1.095
72 H -2.40 -3.08 0.50  C63 1.087
73 H -2.64 -2.24 2.08  C63 1.092
74 H -3.25 -6.58 4.28  N64 1.012
75 H -4.25 -7.43 3.39  N64 1.012
76 C 4.67 1.87 -4.74  C77 1.543, H83 1.091, H84 1.091, H85 1.090
77 C 5.52 1.92 -3.45  C76 1.543, O78 1.415, H86 1.091, H87 1.089
78 O 5.45 0.75 -2.67  C77 1.415, C79 1.330
79 C 4.48 0.37 -1.84  O78 1.330, O80 1.208, O81 1.323
80 O 4.28 -0.79 -1.57  C79 1.208
81 O 3.81 1.44 -1.44  C79 1.323, C82 1.453
82 C 2.66 1.36 -0.56  O81 1.453, H88 1.090, H89 1.085, H90 1.089
83 H 5.18 1.24 -5.48  C76 1.091
84 H 4.50 2.82 -5.25  C76 1.091
85 H 3.69 1.46 -4.52  C76 1.090
86 H 5.24 2.79 -2.85  C77 1.091
87 H 6.57 2.01 -3.71  C77 1.089
88 H 1.89 0.80 -1.10  C82 1.090
89 H 2.37 2.39 -0.40  C82 1.085
90 H 2.85 0.77 0.34  C82 1.089
91 C 6.98 1.03 6.09  C92 1.508, H98 1.092, H99 1.091, H100 1.088
92 C 6.06 2.19 5.84  C91 1.508, O93 1.395, H101 1.091, H102 1.093
93 O 4.85 1.73 5.33  C92 1.395, C94 1.340
94 C 4.34 2.30 4.23  O93 1.340, O95 1.213, O96 1.332
95 O 4.85 3.20 3.60  C94 1.213
96 O 3.21 1.69 3.89  C94 1.332, C97 1.421
97 C 2.37 2.30 2.92  O96 1.421, H103 1.088, H104 1.089, H105 1.092
98 H 7.90 1.39 6.56  C91 1.092
99 H 7.30 0.64 5.12  C91 1.091
100 H 6.56 0.22 6.69  C91 1.088
101 H 6.57 2.92 5.21  C92 1.091
102 H 5.87 2.78 6.74  C92 1.093
103 H 1.61 1.63 2.54  C97 1.088
104 H 2.96 2.69 2.09  C97 1.089
105 H 1.79 3.14 3.32  C97 1.092
106 C -2.47 5.30 0.96  C107 1.531, H113 1.090, H114 1.090, H115 1.089
107 C -1.55 6.41 0.44  C106 1.531, O108 1.418, H116 1.092, H117 1.089
108 O -2.25 7.25 -0.47  C107 1.418, C109 1.322
109 C -1.76 8.43 -0.82  O108 1.322, O110 1.223, O111 1.328
110 O -0.91 9.07 -0.22  C109 1.223
111 O -2.35 8.82 -1.95  C109 1.328, C112 1.425
112 C -2.00 10.06 -2.54  O111 1.425, H118 1.091, H119 1.091, H120 1.088
113 H -3.10 5.65 1.78  C106 1.090
114 H -1.87 4.49 1.37  C106 1.090
115 H -3.06 4.86 0.16  C106 1.089
116 H -0.81 5.94 -0.20  C107 1.092
117 H -1.15 7.07 1.22  C107 1.089
118 H -1.30 9.89 -3.37  C112 1.091
119 H -1.45 10.73 -1.88  C112 1.091
120 H -2.82 10.66 -2.95  C112 1.088
121 C 0.74 2.83 -4.58  C122 1.486, H128 1.088, H129 1.092, H130 1.091
122 C 0.38 1.42 -4.31  C121 1.486, O123 1.454, H131 1.090, H132 1.091
123 O 1.38 0.45 -4.74  C122 1.454, C124 1.345
124 C 1.46 0.16 -6.05  O123 1.345, O125 1.207, O126 1.332
125 O 0.64 0.41 -6.91  C124 1.207
126 O 2.65 -0.39 -6.26  C124 1.332, C127 1.392
127 C 3.15 -0.61 -7.54  O126 1.392, H133 1.091, H134 1.091, H135 1.090
128 H 0.02 3.53 -4.14  C121 1.088
129 H 0.82 2.99 -5.66  C121 1.092
130 H 1.72 3.00 -4.14  C121 1.091
131 H -0.58 1.07 -4.69  C122 1.090
132 H 0.38 1.27 -3.23  C122 1.091
133 H 4.10 -0.12 -7.74  C127 1.091
134 H 2.46 -0.22 -8.30  C127 1.091
135 H 3.31 -1.68 -7.68  C127 1.090
136 C -4.63 2.65 2.51  Cl137 1.767, Cl138 1.797, H139 1.086, H140 1.086
137 Cl -5.59 1.19 2.80  C136 1.767
138 Cl -5.01 3.96 3.67  C136 1.797
139 H -3.60 2.35 2.67  C136 1.086
140 H -4.80 2.98 1.49  C136 1.086

| no. | DFT total energy (Ha) | E_HOMO (eV) |
| --- | --- | --- |
| 1 | -1994.26396 | -8.237 |
| 2 | -4588.19314 | -5.795 |